C6H18BBrN2O3P | ωB97M-V/def2-TZVPD

Each line ends with the natural charge from an NBO analysis.
Positions of all 32 atoms, in Å:
B  -1.210  0.216  1.897  -0.792
P  0.609  0.505  2.448  0.785
O  1.426  0.193  1.008  -1.011
Br  1.263  -1.217  3.822  -0.412
H  -1.297  -0.916  1.435  -0.027
H  -2.008  0.351  2.801  -0.008
H  -1.378  1.019  1.004  -0.001
H  0.938  -0.556  0.629  0.471
C  -4.232  1.393  -1.552  -0.724
C  -4.392  0.207  -0.625  0.666
O  -3.542  -0.095  0.176  -0.552
N  -5.554  -0.521  -0.729  -0.640
C  -6.673  -0.307  -1.622  -0.406
H  -3.273  1.856  -1.345  0.256
H  -4.253  1.075  -2.596  0.212
H  -5.022  2.127  -1.381  0.213
H  -5.596  -1.293  -0.084  0.398
H  -7.587  -0.139  -1.046  0.186
H  -6.823  -1.187  -2.253  0.185
H  -6.501  0.554  -2.259  0.207
C  4.248  -1.052  0.599  -0.730
C  5.745  -1.030  0.771  0.682
O  6.343  -1.767  1.538  -0.641
N  6.440  -0.128  0.016  -0.627
C  5.914  0.828  -0.939  -0.410
H  3.828  -1.805  1.257  0.256
H  3.810  -0.092  0.861  0.266
H  3.988  -1.301  -0.431  0.213
H  7.434  -0.156  0.169  0.389
H  6.343  0.640  -1.927  0.182
H  6.180  1.842  -0.636  0.190
H  4.835  0.755  -1.005  0.226

Force components x, y, z for each atom (eV/Å):
-0.104 -0.893 0.045
0.214 1.667 -0.215
-0.357 -0.717 0.490
-0.008 -0.480 -0.008
0.120 -0.024 -0.035
0.114 0.111 0.133
0.290 0.283 0.093
0.070 0.196 -0.326
-0.038 0.012 -0.042
0.045 0.015 0.035
-0.323 -0.150 -0.150
-0.051 0.175 -0.192
0.112 -0.321 0.354
0.049 -0.059 0.091
-0.081 0.067 -0.018
-0.025 -0.005 -0.100
0.014 -0.013 0.028
-0.065 0.075 -0.120
-0.074 0.086 -0.107
0.034 0.031 -0.006
0.247 -0.106 0.086
-0.060 -0.095 0.043
0.043 -0.015 -0.032
-0.153 0.030 -0.095
0.408 -0.084 0.135
0.021 0.000 0.083
-0.140 -0.022 -0.081
-0.069 0.114 -0.013
0.022 0.018 0.015
-0.107 0.060 -0.059
-0.115 0.056 -0.068
-0.030 -0.012 0.038

Summary:
Maximum force (eV/A): 1.69
Multiplicity: 1
E_HOMO (eV): -3.469
LUMO (eV): 2.63
Total charge: -1
Gap between HOMO and LUMO (eV): 6.10

C6H18BF4K2O3 | ωB97M-V/def2-TZVPD

Each line ends with the natural charge from an NBO analysis.
Positions of all 34 atoms, in Å:
K  -4.893  -6.609  16.082  0.993
K  -8.174  -10.084  17.325  0.997
B  -7.986  -6.803  16.948  1.323
F  -6.967  -7.444  17.664  -0.573
F  -7.724  -6.565  15.623  -0.558
F  -9.147  -7.620  16.964  -0.586
F  -8.261  -5.590  17.533  -0.561
C  -10.347  -6.714  11.748  -0.650
C  -9.650  -6.190  12.985  -0.081
O  -9.716  -7.100  14.007  -0.559
H  -10.112  -6.136  10.854  0.244
H  -11.431  -6.765  11.855  0.231
H  -10.073  -7.725  11.445  0.233
H  -10.135  -5.270  13.310  0.202
H  -8.591  -5.999  12.810  0.195
H  -9.144  -6.740  14.689  0.489
C  -6.447  -1.829  17.876  -0.636
C  -5.545  -2.946  18.276  -0.072
O  -6.015  -4.105  17.598  -0.794
H  -6.211  -0.970  18.504  0.231
H  -7.527  -1.918  17.995  0.205
H  -6.271  -1.696  16.808  0.210
H  -5.722  -3.103  19.340  0.165
H  -4.483  -2.710  18.196  0.200
H  -6.875  -4.364  17.937  0.489
C  -13.264  -5.321  16.957  -0.639
C  -11.641  -5.519  16.875  -0.125
O  -10.966  -4.554  17.684  -0.349
H  -13.566  -4.331  16.614  0.245
H  -13.794  -5.540  17.883  0.255
H  -13.715  -6.036  16.269  0.234
H  -11.390  -5.496  15.814  0.267
H  -11.486  -6.541  17.222  0.263
H  -10.027  -4.754  17.706  0.513

Force components x, y, z for each atom (eV/Å):
0.053 0.550 0.185
-0.150 -0.018 0.124
-1.425 -0.058 0.970
0.397 -0.408 -0.598
1.492 -0.076 -1.065
0.124 -0.366 0.290
-0.602 0.680 0.654
-0.154 -0.293 -0.646
-0.389 -0.069 -1.861
-0.727 -0.851 1.191
-0.105 0.416 0.238
-0.024 0.312 0.156
0.409 -0.146 0.505
0.103 0.573 -0.053
0.254 0.455 -0.277
0.205 -0.292 0.503
0.460 1.264 -0.483
-2.023 -0.130 1.810
1.432 -1.345 -0.949
0.242 0.441 -0.534
0.026 -0.861 0.265
-0.064 0.781 0.011
0.361 -0.202 0.315
-0.119 -0.433 -0.774
0.076 0.286 0.143
1.510 -0.065 -0.840
-3.971 1.240 2.362
-1.571 -1.092 -1.457
0.194 0.055 0.088
0.827 0.157 0.488
0.296 -0.032 -0.317
0.815 0.117 -0.583
0.917 -0.272 0.088
1.132 -0.319 0.051

Summary:
Maximum force (eV/A): 4.78
Multiplicity: 2
E_HOMO (spin up / spin down) (eV): -15.117 / -15.062
LUMO (spin up / spin down) (eV): -6.21 / -11.66
Total charge: +2
⟨S²⟩: 0.7564
Gap between HOMO and LUMO (spin up / spin down) (eV): 8.90 / 3.40

C6H18BeN8O10 | ωB97M-V/def2-TZVPD

Each line ends with the natural charge from an NBO analysis.
Positions of all 43 atoms, in Å:
Be  0.178  -0.180  0.461  1.652
O  -3.100  1.547  -1.714  -0.699
C  -2.116  0.826  -1.176  0.956
O  -0.981  0.932  -1.666  -0.862
O  -2.312  0.032  -0.283  -0.772
H  -2.635  1.860  -2.494  0.483
O  2.288  -1.345  4.072  -0.684
C  1.592  -1.264  2.945  0.937
O  0.447  -0.731  2.967  -0.861
O  2.024  -1.605  1.898  -0.758
H  3.063  -1.741  3.667  0.487
C  -0.755  2.717  2.146  0.762
O  -0.658  2.020  1.232  -0.688
N  -1.065  3.965  2.132  -0.811
N  -0.374  2.318  3.325  -0.818
H  -1.020  4.492  1.272  0.412
H  -1.092  4.361  3.061  0.381
H  -0.298  1.327  3.504  0.442
H  -0.587  2.930  4.099  0.358
C  -1.941  -2.829  1.286  0.777
O  -1.068  -2.311  0.611  -0.713
N  -1.823  -3.632  2.254  -0.810
N  -3.230  -2.672  1.128  -0.828
H  -2.662  -3.793  2.794  0.391
H  -0.849  -3.712  2.509  0.420
H  -3.696  -3.498  1.474  0.368
H  -3.458  -2.121  0.312  0.428
C  2.161  1.891  -1.459  0.785
O  1.925  1.163  -0.559  -0.689
N  3.385  2.106  -1.966  -0.849
N  1.376  2.529  -2.239  -0.825
H  3.510  2.685  -2.785  0.371
H  4.252  1.881  -1.500  0.396
H  1.668  2.955  -3.107  0.388
H  0.423  2.281  -2.012  0.449
C  0.870  -1.753  -2.852  0.765
O  0.784  -1.392  -1.670  -0.716
N  1.914  -1.456  -3.561  -0.823
N  -0.062  -2.427  -3.437  -0.803
H  2.195  -2.149  -4.239  0.381
H  2.605  -0.944  -3.031  0.416
H  -0.940  -2.632  -2.981  0.426
H  0.064  -2.633  -4.417  0.379

Force components x, y, z for each atom (eV/Å):
-1.038 -0.265 -0.386
-0.787 0.323 -0.442
1.322 -0.926 0.172
2.246 1.363 -1.204
-1.316 -1.340 2.814
-0.310 0.604 -0.416
0.554 -0.504 0.516
-4.106 2.624 0.716
-1.687 1.475 0.675
3.519 -2.057 -4.545
0.982 -0.284 0.706
1.193 0.397 3.203
0.478 -5.093 -7.483
-1.621 4.516 -0.255
0.497 -1.163 4.343
-0.237 0.025 0.451
-0.089 0.922 -0.890
0.167 -0.243 -0.010
0.260 -0.613 0.198
0.040 2.674 -2.707
1.573 0.722 -0.388
3.440 -3.704 4.201
-3.188 1.475 -1.973
1.227 -0.239 0.723
-0.332 -0.637 1.090
-1.132 0.755 -1.064
-0.774 -0.160 0.059
3.249 0.576 -2.272
-1.426 -2.681 4.141
4.431 -0.258 -0.102
-5.190 1.753 -1.194
-0.048 -0.141 0.470
-0.443 -0.213 0.177
-0.478 -0.236 0.506
-0.974 0.196 -0.831
-1.075 1.343 5.078
-0.061 0.248 0.466
3.226 0.767 -2.261
-2.573 -2.205 -2.269
0.422 0.444 -0.004
0.218 -0.314 -0.267
0.379 0.119 0.023
-0.539 -0.041 0.234

Summary:
ΔE to the lowest compared entry with this formula, charge and spin (kcal per mole): 87.9
Maximum force (eV/A): 9.06
Multiplicity: 1
E_HOMO (eV): -8.229
LUMO (eV): 0.41
Total charge: 0
Gap between HOMO and LUMO (eV): 8.64

C6H18ClLiO7 | ωB97M-V/def2-TZVPD

Each line ends with the natural charge from an NBO analysis.
Positions of all 33 atoms, in Å:
Li  0.075  -0.526  0.517  0.907
Cl  0.672  1.981  2.749  2.477
O  -0.465  2.023  3.635  -0.544
O  1.834  2.440  3.430  -0.600
O  0.726  0.652  2.233  -0.826
O  0.447  2.820  1.560  -0.486
C  -2.956  1.325  0.988  -0.634
C  -3.097  -0.139  0.406  -0.065
O  -2.008  -0.905  0.852  -0.771
H  -3.861  1.814  0.627  0.228
H  -2.170  1.929  0.534  0.193
H  -2.843  1.230  2.068  0.211
H  -2.976  -0.048  -0.673  0.186
H  -4.044  -0.605  0.678  0.190
H  -2.272  -1.234  1.714  0.487
C  3.651  -1.202  -0.484  -0.647
C  2.678  -1.794  0.548  -0.085
O  1.450  -1.777  -0.133  -0.799
H  4.668  -1.115  -0.100  0.229
H  3.440  -0.196  -0.847  0.215
H  3.787  -1.845  -1.353  0.218
H  2.724  -1.331  1.533  0.200
H  2.912  -2.827  0.805  0.190
H  1.357  -2.536  -0.714  0.509
C  -0.899  -0.444  -2.869  -0.644
C  0.109  0.458  -2.065  -0.083
O  -0.443  0.843  -0.875  -0.773
H  -0.340  -0.829  -3.722  0.227
H  -1.758  0.101  -3.260  0.225
H  -1.132  -1.315  -2.256  0.208
H  0.434  1.333  -2.628  0.180
H  1.064  -0.010  -1.829  0.180
H  -0.766  1.726  -1.071  0.501

Force components x, y, z for each atom (eV/Å):
-0.557 0.165 -0.052
0.137 -1.518 -0.274
-0.090 1.233 -0.460
-0.552 -0.327 -0.617
0.958 -0.445 0.238
-0.499 0.917 0.952
-1.069 -1.443 -1.060
0.724 2.603 -0.380
0.945 -1.057 0.561
-0.282 0.321 0.807
0.348 -0.486 0.217
-0.265 0.549 -0.015
-0.384 -0.327 -0.015
0.030 0.112 -0.076
0.276 -0.284 0.188
1.516 -0.182 0.661
2.106 -0.518 -1.205
-2.422 0.585 0.815
0.080 -0.076 0.337
-0.609 -0.042 0.234
-0.437 -0.143 -0.026
-0.807 0.739 -0.308
0.322 -0.138 -0.296
0.135 -0.080 0.062
2.093 0.387 0.197
0.542 -1.253 -2.738
-0.696 1.177 1.814
-0.127 -0.045 -0.213
-0.055 -0.078 0.389
-0.488 0.141 0.017
-0.316 0.102 -0.331
-0.181 -0.683 -0.296
-0.375 0.094 0.872

Summary:
Maximum force (eV/A): 3.06
Multiplicity: 2
E_HOMO (spin up / spin down) (eV): -13.966 / -13.965
LUMO (spin up / spin down) (eV): -2.56 / -9.03
Total charge: +1
⟨S²⟩: 0.7654
Gap between HOMO and LUMO (spin up / spin down) (eV): 11.41 / 4.93

C6H18ClNSi2 | ωB97M-V/def2-TZVPD

Each line ends with the natural charge from an NBO analysis.
Positions of all 28 atoms, in Å:
C  -0.812  -1.660  1.653  -0.633
C  0.359  -2.612  -0.297  -0.593
C  -2.609  0.605  -0.352  -0.629
C  -0.790  2.001  -1.124  -0.601
C  -0.688  -1.613  0.135  -0.113
C  -1.059  0.849  -0.134  -0.089
N  -0.323  -0.368  -0.443  -0.369
Si  2.925  2.221  0.412  0.371
Si  2.620  0.150  -0.592  0.667
Cl  3.634  -1.258  0.248  -0.358
H  -0.699  -2.611  2.087  0.213
H  -0.139  -1.035  2.148  0.207
H  -1.799  -1.352  2.037  0.203
H  0.550  -2.343  -1.397  0.218
H  -0.028  -3.620  -0.110  0.206
H  1.226  -2.476  0.219  0.201
H  -2.829  0.090  -1.422  0.207
H  -3.109  -0.010  0.389  0.209
H  -3.153  1.581  -0.366  0.212
H  0.320  2.015  -1.136  0.205
H  -1.341  2.799  -0.690  0.209
H  -1.263  1.681  -1.982  0.209
H  -1.679  -1.888  -0.262  0.205
H  -0.898  1.109  0.926  0.184
H  4.179  3.061  -0.208  -0.112
H  3.278  2.021  1.739  -0.145
H  1.583  2.905  0.464  -0.119
H  2.545  -0.245  -1.943  -0.163

Force components x, y, z for each atom (eV/Å):
-2.145 0.682 0.019
-2.496 -0.113 -3.099
-0.532 -0.553 -1.835
2.090 -1.860 2.941
0.104 -0.162 1.041
-1.884 -1.196 -0.011
0.555 1.622 -1.332
0.690 1.346 -2.395
-2.802 1.906 0.307
1.964 -2.232 1.599
0.372 -1.580 0.133
1.485 1.165 0.589
0.102 0.176 -0.393
-0.148 -1.061 1.385
0.302 -0.005 -0.450
2.408 0.350 1.524
0.736 1.179 2.389
0.142 -0.199 0.200
0.491 -0.669 0.016
-0.784 0.965 -0.652
0.267 1.365 0.037
-0.416 -0.324 -2.308
0.168 0.010 -0.255
-0.088 0.314 -0.215
-1.706 -0.761 0.586
0.526 -0.573 1.892
0.650 0.028 -0.286
-0.050 0.180 -1.428

Summary:
ΔE to the lowest compared entry with this formula, charge and spin (kcal per mole): 83.9
Maximum force (eV/A): 4.06
Multiplicity: 1
E_HOMO (spin up / spin down) (eV): -8.684 / -6.703
LUMO (spin up / spin down) (eV): -0.32 / -0.31
Total charge: 0
Gap between HOMO and LUMO (spin up / spin down) (eV): 8.36 / 6.40

C6H18ClNSi3 | ωB97M-V/def2-TZVPD

Each line ends with the natural charge from an NBO analysis.
Positions of all 29 atoms, in Å:
C  -0.693  2.214  1.216  -0.640
C  -1.095  1.289  0.098  -0.025
C  -2.307  0.376  0.431  -0.602
N  -0.008  0.342  -0.250  -0.876
C  0.735  0.479  -1.479  -0.047
C  0.235  -0.407  -2.634  -0.629
C  2.167  0.071  -1.451  -0.614
Si  0.202  -1.247  0.587  0.433
Si  -1.309  -2.855  0.664  0.345
Si  1.484  -0.642  2.343  0.646
Cl  2.198  -1.939  3.861  -0.424
H  -0.845  1.899  2.206  0.213
H  0.308  2.594  1.069  0.222
H  -1.247  3.164  1.254  0.218
H  -1.390  1.888  -0.805  0.201
H  -2.279  -0.421  -0.161  0.200
H  -3.214  0.972  0.228  0.211
H  -2.250  0.285  1.466  0.212
H  0.843  1.567  -1.888  0.201
H  -0.811  -0.571  -2.464  0.201
H  0.480  0.167  -3.585  0.221
H  0.717  -1.418  -2.526  0.208
H  2.869  0.824  -1.219  0.215
H  2.427  -0.225  -2.488  0.214
H  2.329  -0.891  -0.970  0.211
H  -2.468  -3.442  -0.090  -0.115
H  -1.024  -4.027  1.477  -0.139
H  1.077  0.307  3.402  -0.125
H  2.869  -0.353  1.710  -0.134

Force components x, y, z for each atom (eV/Å):
-0.229 2.182 -0.899
-0.588 -1.129 -1.199
-0.552 6.136 0.683
0.724 -0.836 0.813
0.624 1.475 -1.989
-0.138 0.357 -0.120
1.104 -1.187 -1.153
-1.211 0.455 -1.015
0.074 -0.042 0.319
2.327 -0.349 1.320
-0.302 -0.537 -0.439
0.196 -1.269 1.302
0.548 -0.348 0.089
-0.422 -0.233 -0.554
0.704 -0.529 0.562
-0.168 -3.408 -2.004
0.055 -0.364 0.084
-0.271 -1.258 1.749
-1.081 -1.446 1.140
-0.894 0.042 -0.642
-0.479 -1.375 0.870
-0.383 0.949 -0.573
0.805 0.680 1.059
0.051 0.473 0.368
0.172 0.046 0.714
0.328 0.787 -0.397
0.564 -0.180 0.454
-0.388 0.604 -0.796
-1.168 0.302 0.254

Summary:
ΔE to the lowest compared entry with this formula, charge and spin (kcal per mole): 0.0
SMILES: CC(C)N(C(C)C)[Si](=[SiH2])[SiH2]Cl
Maximum force (eV/A): 6.20
Multiplicity: 1
E_HOMO (eV): -7.801
LUMO (eV): -0.76
Total charge: 0
Gap between HOMO and LUMO (eV): 7.04